Record 1
Below is a 2-piece molecular cluster, C4H7F4N overall, with properties calculated with the ωB97M-V functional and the def2-TZVPD basis.

Bonds (Å) are listed after each position.
Element x y z (Å)
1 F 0.4834 0.7142 2.0847  C2 1.346
2 C 0.5161 1.7262 1.1984  F1 1.346, C3 1.549, H7 1.111, H8 1.165
3 C -0.9109 1.9833 0.6528  C2 1.549, F4 1.405, F5 1.297, F6 1.284
4 F -1.7725 2.4519 1.6587  C3 1.405
5 F -1.4005 0.8589 0.2318  C3 1.297
6 F -0.9670 2.8884 -0.2565  C3 1.284
7 H 1.1457 1.7217 0.2834  C2 1.111
8 H 0.9958 2.5668 1.8465  C2 1.165
9 H 0.9796 -0.3262 -1.8722  N10 0.960
10 N 1.2838 -0.5942 -1.0015  H9 0.960, C11 1.237
11 C 0.7517 -1.6095 -0.5358  N10 1.237, C12 1.501, H13 1.166
12 C -0.3352 -2.4621 -1.1221  C11 1.501, H14 1.119, H15 1.070, H16 1.153
13 H 1.0053 -1.9559 0.5485  C11 1.166
14 H -0.4538 -2.2930 -2.2219  C12 1.119
15 H -0.1446 -3.5143 -1.0983  C12 1.070
16 H -1.1769 -2.1562 -0.3964  C12 1.153

As for the spin multiplicity: 1. For the LUMO energy, the calculation gives 0.98 eV. The value obtained for the energy relative to the best compared isomer or geometry (same formula, charge and spin) is 0.6447 eV. The SMILES is FCC(F)(F)F.[H]/N=C\C.

Record 2
Below is one molecule with the formula C4H7FN2, with properties calculated with the ωB97M-V functional and the def2-TZVPD basis.

Bonds (Å) are listed after each position.
Element x y z (Å)
1 C 2.3408 0.1075 -1.4103  N2 1.424, H8 1.126, H9 1.277
2 N 2.2038 0.5648 -0.0688  C1 1.424, N3 1.348
3 N 0.9972 0.4904 0.5281  N2 1.348, C4 1.470, H10 1.163
4 C -0.1126 -0.3062 -0.0160  N3 1.470, C5 1.527, H11 1.139, H12 1.035
5 C -1.1501 -0.1057 1.0867  C4 1.527, C6 1.405, H13 1.034
6 C -2.5176 -0.1962 0.7750  C5 1.405, F7 1.471, H14 1.153
7 F -2.7983 -0.6053 -0.6095  C6 1.471
8 H 3.3229 0.4862 -1.8092  C1 1.126
9 H 1.6436 -0.7714 -2.0207  C1 1.277
10 H 0.8056 1.4810 1.1060  N3 1.163
11 H 0.2874 -1.3723 0.0289  C4 1.139
12 H -0.5430 -0.2268 -0.9536  C4 1.035
13 H -1.0545 0.1468 2.0853  C5 1.034
14 H -3.4251 0.3070 1.2782  C6 1.153

As for the spin multiplicity: 1. For the LUMO energy, the calculation gives 0.74 eV. The value obtained for the energy relative to the best compared isomer or geometry (same formula, charge and spin) is 4.8619 eV. The SMILES is C=NNC/C=C\F.

Record 3
Below is one molecule with the formula C4H7FN2, with properties calculated with the ωB97M-V functional and the def2-TZVPD basis.

Bonds (Å) are listed after each position.
Element x y z (Å)
1 C -0.5982 1.6803 -0.8570  N5 1.250, H8 1.080, H11 1.093
2 C 0.0729 0.4780 1.0510  N5 1.430, N6 1.459, H9 1.096, H10 1.094
3 C 1.6702 -0.7110 -0.4115  N6 1.307, F7 1.361
4 C -0.4751 -1.6174 -0.1422  N6 1.449, H12 1.088, H13 1.092, H14 1.089
5 N -0.6227 1.5344 0.3846  C1 1.250, C2 1.430
6 N 0.5174 -0.6181 0.1965  C2 1.459, C3 1.307, C4 1.449
7 F 2.4765 0.3265 -0.0577  C3 1.361
8 H -1.1417 2.5183 -1.2686  C1 1.080
9 H 0.9428 0.9257 1.5452  C2 1.096
10 H -0.5952 0.0818 1.8221  C2 1.094
11 H -0.0656 1.0367 -1.5621  C1 1.093
12 H -1.2742 -1.6146 0.5964  C4 1.088
13 H -0.9055 -1.4230 -1.1272  C4 1.092
14 H -0.0018 -2.5976 -0.1695  C4 1.089

As for the spin multiplicity: 1. For the LUMO energy, the calculation gives 0.90 eV. The value obtained for the energy relative to the best compared isomer or geometry (same formula, charge and spin) is 2.1762 eV.

Record 4
Below is one molecule with the formula C4H7FN2S, with properties calculated with the ωB97M-V functional and the def2-TZVPD basis.

Bonds (Å) are listed after each position.
Element x y z (Å)
1 C 2.5269 -1.1880 -0.2220  C2 1.503, H9 1.141, H10 1.113, H11 1.048
2 C 1.6605 0.0116 0.0394  C1 1.503, F3 1.358, C4 1.372
3 F 2.2464 0.9193 0.8622  C2 1.358
4 C 0.3746 0.2602 -0.3684  C2 1.372, N5 1.365, H12 1.052
5 N -0.3508 1.3960 -0.1543  C4 1.365, C6 1.253
6 C -1.5946 1.5087 -0.0484  N5 1.253, N7 1.355, H13 1.045
7 N -2.5751 0.5740 -0.0661  C6 1.355, S8 1.682, H14 1.045
8 S -2.4631 -1.0645 0.2967  N7 1.682, H15 1.349
9 H 3.5035 -0.8480 -0.7033  C1 1.141
10 H 2.8228 -1.6955 0.7236  C1 1.113
11 H 1.9798 -1.8291 -0.8445  C1 1.048
12 H 0.0283 -0.3917 -1.1174  C4 1.052
13 H -2.0115 2.4626 0.0450  C6 1.045
14 H -3.5702 0.8913 -0.0816  N7 1.045
15 H -2.5775 -1.0068 1.6392  S8 1.349

As for the spin multiplicity: 1. For the LUMO energy, the calculation gives 0.54 eV. The value obtained for the energy relative to the best compared isomer or geometry (same formula, charge and spin) is 1.9248 eV. The SMILES is C/C(F)=C/N=C\NS.

| no. | HOMO (eV) | largest force on an atom (eV/A) |
| --- | --- | --- |
| 1 | -9.916 | 4.18 |
| 2 | -8.462 | 6.93 |
| 3 | -9.152 | 0.84 |
| 4 | -7.905 | 2.89 |